A molecular structure, C41H29BBrF4INP2S4Ta. Source: OMol25; level of theory: the ωB97M-V functional and the def2-TZVPD basis.

DFT total energy	-7262.5451	a.u.
LUMO energy	-7.72	eV
spin multiplicity	1
highest occupied orbital energy	-13.332	eV
ΔE to the lowest compared entry with this formula, charge and spin	0.0478	eV
max |F|	0.62	eV/A
net charge	+2

Each line ends with the Löwdin charge.
Geometry (Å):
Ta -0.313 -0.939 0.184  0.633
I -2.023 -2.256 -1.862  1.200
C -3.911 -1.432 -2.134  -0.573
C -4.936 -2.336 -2.134  -0.133
C -6.221 -1.946 -2.557  -0.040
C -6.409 -0.682 -3.028  0.003
C -5.355 0.267 -3.032  -0.142
C -5.565 1.545 -3.596  0.012
C -4.554 2.460 -3.638  -0.024
C -3.334 2.160 -3.016  -0.074
C -3.084 0.937 -2.428  -0.300
P -1.601 1.041 -1.342  0.947
C -0.262 1.606 -2.415  -0.403
C -0.247 1.210 -3.751  -0.079
C 0.849 1.505 -4.551  -0.042
C 1.930 2.195 -4.027  -0.045
C 1.924 2.588 -2.694  -0.056
C 0.840 2.284 -1.886  -0.135
C -2.155 2.415 -0.284  -0.494
C -3.136 2.101 0.660  -0.153
C -3.644 3.087 1.490  -0.052
C -3.176 4.391 1.382  -0.043
C -2.216 4.710 0.433  -0.044
C -1.707 3.728 -0.407  -0.102
C -4.079 -0.078 -2.507  -0.208
H -4.760 -3.365 -1.847  0.103
H -7.027 -2.667 -2.552  0.123
H -7.371 -0.378 -3.422  0.129
H -6.540 1.775 -4.008  0.131
H -4.696 3.429 -4.098  0.123
H -2.586 2.944 -2.973  0.115
H -1.087 0.674 -4.175  0.112
H 0.854 1.192 -5.587  0.125
H 2.782 2.423 -4.654  0.124
H 2.763 3.137 -2.284  0.117
H 0.860 2.594 -0.848  0.072
H -3.508 1.084 0.748  0.090
H -4.407 2.839 2.217  0.119
H -3.571 5.162 2.031  0.120
H -1.867 5.731 0.335  0.120
H -0.976 3.997 -1.158  0.106
F 2.154 3.119 5.824  0.188
C 2.074 2.139 4.953  -0.115
C 2.920 1.046 5.050  -0.113
F 3.812 0.991 6.014  0.184
C 2.828 0.019 4.122  -0.192
F 3.675 -0.995 4.234  0.146
C 1.891 0.043 3.097  -0.302
P 1.805 -1.273 1.845  0.985
C 1.739 -2.779 2.831  -0.437
C 2.314 -3.972 2.393  -0.166
C 2.188 -5.119 3.163  -0.058
C 1.480 -5.086 4.357  -0.047
C 0.890 -3.905 4.784  -0.052
C 1.016 -2.754 4.022  -0.106
C 3.396 -1.080 1.011  -0.342
C 3.537 0.013 0.151  -0.119
C 4.760 0.291 -0.430  -0.054
C 5.857 -0.515 -0.153  -0.034
C 5.733 -1.578 0.728  -0.037
C 4.511 -1.857 1.322  -0.067
C 1.079 1.157 3.023  -0.480
Br -0.169 1.392 1.603  1.020
C 1.147 2.200 3.923  -0.241
F 0.351 3.256 3.812  0.114
H 2.845 -4.021 1.454  0.101
H 2.646 -6.041 2.826  0.123
H 1.387 -5.984 4.954  0.122
H 0.334 -3.877 5.712  0.120
H 0.545 -1.841 4.367  0.113
H 2.694 0.657 -0.073  0.078
H 4.858 1.132 -1.105  0.115
H 6.812 -0.305 -0.616  0.122
H 6.593 -2.191 0.965  0.122
H 4.445 -2.660 2.040  0.101
S 0.247 -3.332 -0.039  0.020
S -0.768 -4.334 1.472  0.107
S -2.599 -3.466 1.457  0.043
S -2.019 -1.481 1.736  0.039
B 2.778 -1.453 -3.307  -0.348
C 1.777 -1.160 -2.207  -0.143
N 0.998 -0.964 -1.344  -0.155
H 2.122 -1.613 -4.308  0.054
H 3.518 -0.498 -3.339  0.048
H 3.325 -2.459 -2.909  0.061